The following is a quantum chemistry calculation of a 3-piece molecular cluster, C27H31N3O2 overall at a distorted geometry, from the OMol25 dataset.

Structure (XYZ):
```
63
Properties=species:S:1:pos:R:3:forces:R:3:lowdin_charge:R:1
C -0.8780 5.7181 -1.1155 0.073 -0.483 0.215 -0.05
N -0.5599 4.4337 -0.5261 1.336 2.178 0.872 -0.15
C -1.1364 3.2525 -0.8702 0.471 -2.105 0.898 -0.09
C -0.6363 2.2220 -0.0369 -0.220 1.628 -0.839 -0.22
C -1.0222 0.8829 -0.0941 -0.463 -1.304 -1.176 -0.16
C -0.3309 -0.1938 0.5493 0.030 -0.549 0.027 -0.28
C 1.0841 -0.2316 0.6767 -0.504 -0.197 0.102 -0.05
C 1.7286 -1.2094 1.4156 -1.073 -0.526 0.510 -0.17
C 0.9544 -2.1951 2.0918 -0.804 1.189 -1.241 -0.14
N 1.5580 -3.0930 2.9238 0.980 -1.152 1.854 -0.12
C 2.9845 -3.3064 2.8920 -0.282 0.092 -0.167 -0.19
C 3.7351 -2.0029 2.7346 -0.004 0.151 0.013 -0.18
C 3.2197 -1.2181 1.5312 0.599 -0.055 -0.220 -0.15
C 0.8521 -4.2460 3.4308 0.057 0.250 -0.298 -0.19
C -0.5687 -3.8987 3.8122 -0.091 0.084 0.045 -0.18
C -1.2909 -3.2260 2.6500 -0.426 -0.527 0.017 -0.16
C -0.4592 -2.2111 1.9350 1.109 0.223 -0.374 -0.17
C -1.0589 -1.2711 1.1197 0.492 0.500 -0.069 -0.03
C 0.2791 2.8782 0.9099 -0.636 0.308 -0.763 -0.12
C 0.9192 2.4867 2.0818 0.581 0.360 0.552 -0.03
C 1.6909 3.4283 2.7871 -0.356 -0.551 -0.247 -0.11
C 1.7908 4.7593 2.3533 -0.361 0.246 -0.691 -0.11
C 1.0848 5.1955 1.2171 0.589 -0.205 0.701 -0.04
C 0.3349 4.2441 0.5339 -1.142 0.201 -0.926 -0.18
H -0.2741 6.4865 -0.6294 -0.187 -0.045 -0.175 0.07
H -0.6673 5.7226 -2.1913 0.072 0.032 0.035 0.08
H -1.9420 5.9534 -0.9849 0.103 0.040 0.063 0.08
H -1.8816 3.1743 -1.6548 0.167 0.123 0.102 0.09
H -1.9845 0.6688 -0.5719 -0.095 -0.005 0.492 0.06
H 1.6902 0.5463 0.2091 -0.206 -0.132 0.052 0.12
H 3.2517 -3.7921 3.8373 0.130 0.015 -0.171 0.11
H 3.2411 -4.0028 2.0718 0.154 0.021 -0.002 0.13
H 3.6119 -1.4002 3.6410 -0.008 -0.109 -0.031 0.12
H 4.7977 -2.2260 2.6162 0.027 0.123 0.065 0.11
H 3.6438 -1.6654 0.6189 -0.019 0.111 0.092 0.12
H 3.5950 -0.1888 1.5806 -0.056 -0.118 -0.087 0.12
H 0.8591 -5.0502 2.6723 -0.097 -0.124 0.057 0.13
H 1.4121 -4.6035 4.3028 -0.162 -0.088 -0.116 0.12
H -1.0867 -4.8160 4.0962 -0.085 0.039 0.111 0.11
H -0.5632 -3.2293 4.6788 0.080 -0.058 -0.053 0.12
H -1.6082 -4.0026 1.9389 -0.005 0.071 0.059 0.12
H -2.2074 -2.7521 3.0195 0.065 -0.067 -0.091 0.11
H -2.1398 -1.2997 0.9706 0.129 0.092 0.194 0.11
H 0.8106 1.4664 2.4478 0.138 0.306 -0.057 0.11
H 2.2180 3.1175 3.6904 -0.167 0.089 -0.218 0.09
H 2.4141 5.4585 2.9113 -0.187 -0.118 -0.153 0.09
H 1.1205 6.2279 0.8702 0.085 -0.204 0.260 0.09
O -4.2256 -2.0342 -3.7472 1.363 -0.877 0.691 0.18
C -3.4257 -2.7046 -3.2021 -0.199 -0.374 0.416 -0.39
C -1.0028 -1.1940 -4.4608 -0.426 1.462 1.243 0.01
C -1.4676 -1.1358 -5.8653 -0.798 0.591 -0.147 -0.11
C -2.0800 0.2883 -5.9552 0.222 0.219 -0.399 -0.14
C -2.2449 0.7828 -4.5159 -0.011 0.051 -0.139 -0.11
N -1.3467 -0.1312 -3.7690 0.206 -1.895 -2.062 0.15
O -2.6419 -3.3887 -2.6552 -1.195 1.245 -1.064 0.21
H -0.5082 -2.0550 -4.0027 0.170 0.548 0.066 0.16
H -0.6820 -1.2903 -6.6119 0.013 -0.175 0.359 0.13
H -2.2455 -1.8904 -6.0386 0.244 -0.130 0.109 0.13
H -1.3798 0.9443 -6.4871 -0.256 -0.140 0.062 0.12
H -3.0370 0.2945 -6.4775 0.187 0.000 -0.035 0.12
H -1.9500 1.8301 -4.3844 0.005 -0.369 0.177 0.13
H -3.2810 0.6492 -4.1628 0.519 -0.004 0.162 0.13
H -1.0675 0.0433 -2.8087 0.128 0.101 1.339 0.14
```
Positions in Å, forces in eV/Å.

Computed properties:
* highest occupied orbital energy: -3.503 eV
* energy relative to the best compared isomer or geometry (same formula, charge and spin): 4.607 eV
* E: -37064.274 eV
* max |F|: 0.05461 hartree/bohr


The following is a quantum chemistry calculation of C27H32AsCl2N6O7Rb as an isolated structure, from the OMol25 dataset.

Structure (XYZ):
```
76
Properties=species:S:1:pos:R:3:forces:R:3:lowdin_charge:R:1
Rb -0.2013 -0.2494 -0.6054 0.148 0.669 -0.679 0.83
O 3.2851 -2.4840 -1.2480 0.367 0.369 -0.340 0.09
C 2.5903 -2.6400 -0.1382 0.014 -0.160 0.470 -0.52
O 2.7937 -2.0543 0.8997 0.018 -0.028 -0.170 0.06
C 1.4776 -3.6696 -0.2878 -0.161 0.097 -0.065 -0.13
O 0.2696 -2.9686 -0.1097 0.413 -0.365 -0.057 -0.27
C -0.8727 -3.7956 -0.1838 -0.545 0.195 0.125 -0.14
C -2.1474 -2.9820 0.2275 0.121 -0.254 -0.017 -0.71
O -3.2169 -3.5900 0.0707 0.109 -0.050 -0.026 -0.04
O -1.9362 -1.8382 0.6948 -0.323 -0.156 0.026 -0.21
H 3.8151 -1.6307 -1.2232 -0.356 -0.195 0.040 0.10
H 1.5903 -4.4452 0.4830 0.033 0.031 0.005 0.13
H 1.5286 -4.1367 -1.2771 -0.020 -0.002 0.004 0.13
H -0.7840 -4.6448 0.5078 0.066 0.018 0.007 0.12
H -1.0119 -4.1973 -1.1944 0.048 0.041 -0.008 0.11
Cl -3.7128 3.2936 -3.3043 -0.070 -0.001 -0.102 0.63
C -3.0881 3.6257 -1.7109 0.171 -0.151 -0.062 -0.60
C -3.7717 4.5245 -0.9072 0.178 -0.002 0.225 -0.16
C -3.3057 4.8249 0.3509 -0.225 0.076 -0.199 -0.64
Cl -4.2048 5.9681 1.3320 -0.030 0.058 0.071 0.60
C -2.1279 4.2351 0.8452 0.174 -0.156 -0.070 -0.19
C -1.5803 4.4955 2.1208 0.050 -0.059 0.038 -0.05
C -0.4222 3.8768 2.5056 -0.084 0.085 0.011 -0.07
C 0.1964 2.9864 1.6133 -0.002 -0.036 -0.103 -0.16
N -0.2925 2.7127 0.4280 0.168 -0.204 0.067 0.09
C -1.4277 3.3064 0.0175 -0.202 0.188 0.139 -0.14
C -1.9010 2.9424 -1.3268 -0.105 0.090 -0.147 -0.45
O -1.3017 2.1176 -2.0508 0.083 -0.087 -0.002 -0.14
H -4.6749 4.9870 -1.2812 -0.015 0.021 0.021 0.09
H -2.0906 5.1808 2.7846 -0.002 0.016 -0.006 0.08
H 0.0110 4.0633 3.4805 0.016 -0.012 0.000 0.09
H 1.1180 2.4789 1.8813 -0.035 0.026 0.019 0.09
C -0.3783 1.6202 -6.1829 -0.010 0.018 0.165 -0.02
C -0.5034 0.3605 -5.3942 0.027 -0.042 -0.052 -0.31
C -0.9515 -0.8994 -5.7391 -0.035 -0.052 -0.010 -0.01
C -0.8556 -1.6655 -4.5573 0.046 0.143 -0.130 -0.36
N -0.3738 -0.9270 -3.5731 -0.025 -0.163 0.272 0.04
N -0.1605 0.2856 -4.0977 0.021 0.042 -0.115 0.04
C -1.2236 -3.0971 -4.3264 0.072 0.146 0.098 -0.04
H -0.6618 1.4465 -7.2192 -0.004 -0.013 -0.009 0.07
H 0.6480 1.9909 -6.1578 -0.020 0.031 -0.030 0.08
H -1.0269 2.3934 -5.7659 0.018 0.018 -0.023 0.08
H -1.3125 -1.2204 -6.7030 0.010 0.029 -0.011 0.09
H 0.1130 1.0444 -3.4863 -0.142 0.056 0.016 0.13
H -1.6764 -3.5283 -5.2184 -0.012 -0.022 0.001 0.07
H -1.9303 -3.1684 -3.4983 -0.018 -0.078 -0.024 0.08
H -0.3387 -3.6797 -4.0633 -0.029 -0.049 -0.018 0.07
C 2.2060 0.8512 3.9280 -0.049 -0.119 -0.033 -0.19
C 1.6025 -0.5492 4.0012 -0.017 0.097 -0.100 -0.45
As 0.3092 -0.9396 2.5321 0.141 0.001 0.946 1.19
C -1.3323 -0.1143 3.2990 -0.070 -0.020 0.090 -0.41
C -1.3658 0.2698 4.7759 0.064 -0.013 -0.100 -0.18
C 0.0072 -2.8224 3.0581 -0.067 -0.105 -0.022 -0.41
C -0.2162 -3.1721 4.5264 0.007 0.086 -0.075 -0.17
H 2.9524 1.0026 4.7135 0.013 0.035 -0.019 0.06
H 1.4416 1.6233 4.0448 0.011 0.007 -0.017 0.04
H 2.6945 1.0022 2.9632 0.008 0.056 0.018 0.06
H 1.1335 -0.7090 4.9736 0.022 -0.024 -0.002 0.04
H 2.4003 -1.2882 3.8883 -0.052 -0.056 -0.010 0.06
H -2.1266 -0.8218 3.0539 -0.003 0.015 -0.041 0.06
H -1.5320 0.7783 2.7003 0.016 -0.046 -0.059 0.04
H -1.1544 -0.5783 5.4283 -0.008 0.021 0.028 0.04
H -2.3506 0.6625 5.0450 0.007 0.007 0.018 0.06
H -0.6322 1.0482 4.9991 0.000 -0.013 0.041 0.05
H 0.8647 -3.3775 2.6687 0.019 0.064 -0.045 0.06
H -0.8660 -3.1258 2.4834 0.034 0.022 -0.070 0.05
H 0.6323 -2.8935 5.1543 -0.026 0.016 0.021 0.05
H -0.3682 -4.2501 4.6375 0.003 -0.002 0.018 0.06
H -1.1098 -2.6791 4.9125 0.022 -0.009 0.043 0.05
O 2.5943 0.4658 -1.7707 -0.326 0.159 -0.011 -0.15
N 3.7999 0.1925 -1.6809 0.150 -0.553 0.157 -0.11
C 4.6966 1.0892 -2.0780 0.369 0.371 -0.184 -0.33
C 4.3657 2.3596 -2.6310 -0.393 0.052 -0.023 -0.22
N 4.0919 3.3798 -3.0919 0.089 0.027 -0.014 0.13
C 6.0776 0.7738 -1.9951 0.117 -0.140 0.085 -0.23
N 7.2130 0.5731 -1.9507 0.020 -0.061 0.013 0.10
```
Positions in Å, forces in eV/Å.

Computed properties:
* highest occupied orbital energy: -2.342 eV
* net charge: -2
* energy relative to the best compared isomer or geometry (same formula, charge and spin): 1.089 eV
* E: -138332.565 eV
* max |F|: 0.01875 hartree/bohr